No. 1
# C27H61ClN4O7

A cluster of 5 separate species, C27H61ClN4O7 in total (ωB97M-V/def2-TZVPD, OMol25).

The calculation puts the total energy at -61793.73288 eV. The max |F| comes out at 0.042 hartree/bohr. As for the orbital gap: 0.315 Eh. The HOMO energy comes out at -8.30 eV.

Last column: Löwdin charge in e.
CARTESIAN COORDINATES (ANGSTROEM)
N 0.102 0.405 -0.389  0.313
H 0.043 -0.302 -1.130  0.069
H -0.414 0.075 0.429  0.086
H -0.323 1.282 -0.711  0.088
H 1.069 0.710 -0.121  0.082
Cl -2.196 3.386 -0.860  0.637
O -2.740 2.056 -0.850  -0.384
O -2.182 3.825 0.517  -0.366
O -0.834 3.387 -1.358  -0.399
O -3.030 4.222 -1.702  -0.342
C -1.156 0.043 -3.653  -0.020
C -0.810 -1.451 -3.746  -0.498
C 0.408 -1.536 -4.662  -0.140
C 1.071 -2.906 -4.632  -0.171
C 1.463 -3.237 -3.179  -0.128
C 0.279 -3.190 -2.191  -0.503
N -0.405 -1.892 -2.383  -0.112
O -1.396 -1.621 -1.436  -0.057
C -0.546 -4.458 -2.357  -0.021
C 0.906 -3.148 -0.795  -0.023
C -1.985 -2.255 -4.322  -0.009
H -2.146 0.228 -3.226  0.090
H -1.245 0.448 -4.662  0.095
H -0.447 0.605 -3.049  0.068
H 0.115 -1.288 -5.684  0.128
H 1.141 -0.805 -4.308  0.116
H 1.886 -2.903 -5.356  0.114
H 0.411 -3.716 -4.956  0.096
H 2.302 -2.607 -2.879  0.113
H 1.802 -4.276 -3.221  0.121
H -0.745 -4.786 -3.378  0.075
H 0.020 -5.316 -1.986  0.093
H -1.461 -4.329 -1.772  0.086
H 0.174 -3.219 0.009  0.066
H 1.664 -3.923 -0.670  0.094
H 1.454 -2.214 -0.643  0.075
H -2.757 -2.396 -3.559  0.083
H -1.632 -3.207 -4.710  0.066
H -2.519 -1.761 -5.136  0.093
H -2.150 -2.230 -1.545  0.105
C 3.899 2.909 2.062  -0.026
C 2.595 2.601 1.304  -0.488
C 2.078 3.834 0.568  -0.119
C 2.896 4.081 -0.690  -0.173
C 2.846 2.900 -1.642  -0.126
C 3.392 1.639 -0.974  -0.496
N 2.672 1.467 0.327  -0.136
O 3.004 0.248 0.957  -0.014
C 3.057 0.474 -1.911  -0.040
C 4.923 1.660 -0.802  -0.018
C 1.562 2.197 2.358  -0.037
H 3.604 3.516 2.922  0.093
H 4.639 3.498 1.523  0.070
H 4.368 2.021 2.495  0.083
H 1.025 3.769 0.286  0.110
H 2.224 4.743 1.157  0.132
H 3.935 4.353 -0.461  0.106
H 2.624 5.034 -1.156  0.121
H 3.398 3.081 -2.567  0.126
H 1.835 2.688 -2.001  0.116
H 1.992 0.270 -2.015  0.053
H 3.424 0.700 -2.912  0.095
H 3.479 -0.480 -1.586  0.083
H 5.341 1.871 -1.789  0.093
H 5.238 2.461 -0.135  0.061
H 5.402 0.748 -0.444  0.085
H 1.175 3.128 2.782  0.098
H 1.960 1.609 3.184  0.082
H 0.692 1.711 1.917  0.064
H 3.906 0.369 1.307  0.093
C -2.139 1.630 3.071  -0.006
C -1.970 0.333 3.952  -0.491
C -3.198 0.130 4.818  -0.156
C -4.404 -0.416 4.060  -0.166
C -3.997 -1.667 3.293  -0.139
C -2.751 -1.531 2.403  -0.495
N -1.684 -0.853 3.150  -0.103
O -0.457 -0.726 2.449  -0.021
C -2.197 -2.885 1.963  -0.025
C -3.232 -0.719 1.172  -0.029
C -0.829 0.610 4.938  -0.043
H -1.434 2.433 3.292  0.073
H -3.125 2.041 3.298  0.085
H -2.064 1.505 1.992  0.050
H -3.012 -0.601 5.612  0.125
H -3.427 1.074 5.313  0.123
H -4.848 0.314 3.384  0.110
H -5.142 -0.669 4.824  0.112
H -4.805 -1.966 2.620  0.118
H -3.839 -2.567 3.901  0.122
H -1.683 -3.412 2.762  0.091
H -3.070 -3.480 1.667  0.089
H -1.612 -2.777 1.052  0.045
H -2.475 -0.371 0.451  0.048
H -3.874 -1.333 0.535  0.091
H -3.677 0.244 1.417  0.076
H -1.114 1.218 5.796  0.088
H 0.069 1.059 4.513  0.056
H -0.535 -0.348 5.390  0.089
H 0.149 -1.071 3.113  0.110


No. 2
# C5H11NO

A cluster of 2 separate species, C5H11NO in total (ωB97M-V/def2-TZVPD, OMol25).

The calculation puts the total energy at -8897.77487 eV. The max |F| comes out at 0.101 hartree/bohr. As for the orbital gap: 0.335 Eh. The HOMO energy comes out at -8.45 eV. As for the SMILES: C=CCNC=C.O.

Last column: Löwdin charge in e.
CARTESIAN COORDINATES (ANGSTROEM)
C -1.332 2.254 -0.519  -0.008
C -1.148 0.874 -0.432  -0.190
C -0.812 0.097 -1.680  -0.255
N -0.403 -1.263 -1.285  -0.064
C 0.888 -1.126 -0.776  -0.291
C 1.450 -2.108 -0.065  -0.027
H -1.410 2.857 0.424  0.057
H -0.967 2.685 -1.539  0.088
H -1.150 0.360 0.552  0.102
H -1.793 -0.069 -2.309  0.149
H -0.083 0.584 -2.258  0.090
H -0.973 -1.714 -0.599  0.105
H 1.297 -0.105 -0.488  0.135
H 0.828 -2.961 0.246  0.059
H 2.313 -1.754 0.553  0.054
O 1.177 0.808 3.305  -0.089
H 0.290 0.535 3.542  0.019
H 1.829 0.047 3.327  0.066


No. 3
# C17H36BBr2N5OP2SiTa

A structure of composition C17H36BBr2N5OP2SiTa (ωB97M-V/def2-TZVPD, OMol25).

The calculation puts the total energy at -196459.68912 eV. The max |F| comes out at 0.004 hartree/bohr. As for the orbital gap: 0.278 Eh. The HOMO energy comes out at -17.78 eV. The charge is +3.

Last column: Löwdin charge in e.
CARTESIAN COORDINATES (ANGSTROEM)
Ta 0.203 0.125 0.067  1.465
Br 0.101 -0.013 -2.853  0.769
C 0.848 1.680 -3.608  -0.859
Br 0.352 3.258 -2.684  0.772
H 0.415 1.687 -4.602  0.028
H 1.925 1.553 -3.607  0.007
C 3.051 -2.393 0.786  -0.215
P 2.022 -1.837 -0.609  0.758
C 3.258 -1.435 -1.870  -0.227
C 1.153 -3.320 -1.233  -0.374
C -0.074 -3.658 -0.384  -0.363
P -1.164 -2.196 -0.215  0.791
C -2.133 -2.208 -1.750  -0.240
C -2.391 -2.551 1.071  -0.196
H 3.865 -3.004 0.392  0.076
H 2.493 -2.990 1.503  0.036
H 3.487 -1.533 1.297  0.063
H 3.789 -2.351 -2.136  0.080
H 3.983 -0.722 -1.477  0.054
H 2.797 -1.026 -2.766  0.026
H 1.847 -4.162 -1.270  0.115
H 0.867 -3.112 -2.268  0.084
H 0.216 -4.026 0.601  0.080
H -0.656 -4.462 -0.841  0.115
H -2.811 -3.063 -1.717  0.082
H -1.492 -2.324 -2.624  0.029
H -2.716 -1.295 -1.854  0.023
H -2.955 -3.440 0.780  0.082
H -3.084 -1.715 1.155  0.036
H -1.936 -2.731 2.041  0.041
N 0.631 -0.400 4.323  0.186
C 0.569 -1.759 4.098  0.018
C 0.410 -1.908 2.763  -0.129
N 0.378 -0.660 2.155  -0.043
C 0.520 0.224 3.156  -0.215
C 0.544 1.615 2.782  -0.232
N 0.409 1.831 1.485  -0.040
C 0.517 3.185 1.285  -0.068
C 0.712 3.780 2.495  0.023
N 0.725 2.771 3.429  0.182
H 0.747 0.031 5.231  0.198
H 0.642 -2.479 4.895  0.153
H 0.325 -2.825 2.215  0.084
H 0.468 3.631 0.308  0.093
H 0.844 4.813 2.768  0.152
H 0.859 2.907 4.422  0.194
B 4.058 2.468 -1.322  -0.338
C 2.848 1.673 -0.877  -0.197
N 1.889 1.074 -0.552  -0.124
H 5.010 1.749 -1.141  0.058
H 3.838 2.661 -2.500  0.058
H 4.052 3.475 -0.660  0.058
C -2.780 3.325 0.074  -0.144
Si -2.974 1.645 -0.671  0.425
C -3.187 1.655 -2.506  -0.154
C -4.229 0.604 0.206  -0.150
O -1.410 0.853 -0.328  -0.564
H -3.724 3.867 -0.030  0.064
H -2.017 3.915 -0.436  0.026
H -2.550 3.285 1.140  0.040
H -4.187 2.049 -2.714  0.066
H -3.136 0.669 -2.969  0.029
H -2.475 2.312 -3.004  0.010
H -5.196 1.108 0.114  0.065
H -4.029 0.506 1.274  0.045
H -4.359 -0.386 -0.234  0.033


No. 4
# C32H60BN5OS

A cluster of 4 separate species, C32H60BN5OS in total (ωB97M-V/def2-TZVPD, OMol25).

The calculation puts the total energy at -55165.51807 eV. The max |F| comes out at 0.073 hartree/bohr. As for the orbital gap: 0.304 Eh. The HOMO energy comes out at -7.91 eV. As for the SMILES: CN(C)B(O)c1ccc2c(c1)Nc1ccccc1S2.CCN(CC)CC.CCN(CC)CC.CCN(CC)CC.

Last column: Löwdin charge in e.
CARTESIAN COORDINATES (ANGSTROEM)
C -0.748 -1.069 1.048  -0.121
N 0.300 -0.020 1.014  -0.096
C 1.231 -0.442 -0.088  -0.083
B -0.238 1.321 0.769  -0.511
O 0.709 2.388 0.709  0.088
C -1.771 1.707 0.512  -0.080
C -2.045 2.545 -0.674  -0.031
C -3.400 2.951 -1.047  -0.069
C -4.509 2.520 -0.204  -0.419
C -4.290 1.711 1.016  -0.219
C -2.921 1.329 1.336  0.010
N -5.364 1.256 1.868  0.057
C -6.466 0.689 1.117  -0.243
C -7.034 -0.625 1.551  -0.010
C -8.157 -1.227 0.767  -0.090
C -8.757 -0.566 -0.384  -0.093
C -8.205 0.772 -0.841  -0.054
C -7.054 1.339 -0.064  -0.436
S -6.261 2.915 -0.553  0.926
H -1.507 -0.996 0.225  0.098
H -1.308 -0.964 2.023  0.083
H -0.295 -2.102 1.079  0.096
H 1.730 -1.408 0.215  0.084
H 1.963 0.356 -0.367  0.093
H 0.599 -0.702 -0.992  0.100
H 0.388 3.133 1.247  0.105
H -1.194 2.869 -1.314  0.108
H -3.636 3.563 -1.953  0.106
H -2.733 0.689 2.236  0.107
H -5.050 0.571 2.555  0.118
H -6.577 -1.147 2.428  0.101
H -8.533 -2.224 1.087  0.095
H -9.595 -1.043 -0.937  0.094
H -8.613 1.314 -1.731  0.100
C 5.264 -0.243 0.793  -0.086
C 5.073 -1.698 0.386  -0.275
N 6.134 -2.219 -0.463  -0.191
C 5.812 -3.515 -1.050  -0.250
C 5.644 -4.705 -0.102  -0.090
C 7.490 -2.089 0.051  -0.253
C 7.807 -2.744 1.398  -0.081
H 5.360 0.403 -0.083  0.079
H 4.396 0.096 1.365  0.070
H 6.141 -0.104 1.427  0.065
H 4.128 -1.756 -0.161  0.099
H 4.948 -2.302 1.296  0.100
H 6.571 -3.767 -1.798  0.111
H 4.883 -3.404 -1.620  0.108
H 6.603 -5.069 0.265  0.054
H 5.175 -5.536 -0.637  0.070
H 5.008 -4.471 0.753  0.066
H 7.724 -1.023 0.128  0.090
H 8.198 -2.461 -0.697  0.109
H 7.022 -2.583 2.138  0.068
H 8.728 -2.317 1.804  0.073
H 7.975 -3.816 1.296  0.054
C -14.211 2.423 3.203  -0.094
C -12.726 2.085 3.182  -0.275
N -12.309 1.340 2.004  -0.191
C -10.956 0.803 2.114  -0.252
C -9.801 1.774 2.189  -0.085
C -12.637 1.936 0.717  -0.248
C -12.090 3.335 0.420  -0.083
H -14.822 1.521 3.122  0.078
H -14.463 2.914 4.146  0.072
H -14.490 3.106 2.399  0.063
H -12.521 1.479 4.069  0.117
H -12.154 3.016 3.299  0.099
H -10.772 0.124 1.277  0.089
H -10.925 0.167 3.006  0.113
H -9.582 2.207 1.214  0.047
H -8.899 1.242 2.502  0.061
H -9.971 2.581 2.905  0.074
H -13.727 1.971 0.625  0.099
H -12.325 1.258 -0.083  0.113
H -12.181 4.011 1.272  0.068
H -12.649 3.780 -0.407  0.071
H -11.045 3.303 0.113  0.053
C 9.051 0.511 -2.666  -0.081
C 10.559 0.525 -2.456  -0.271
N 11.116 -0.777 -2.117  -0.195
C 12.502 -0.708 -1.669  -0.252
C 13.555 -0.241 -2.677  -0.090
C 10.814 -1.863 -3.039  -0.253
C 11.245 -1.700 -4.499  -0.085
H 8.535 0.123 -1.786  0.060
H 8.695 1.528 -2.843  0.075
H 8.763 -0.086 -3.533  0.068
H 10.764 1.217 -1.633  0.118
H 11.035 0.952 -3.350  0.098
H 12.801 -1.686 -1.278  0.111
H 12.542 -0.037 -0.804  0.108
H 13.792 -1.017 -3.405  0.054
H 14.486 -0.006 -2.152  0.071
H 13.250 0.660 -3.212  0.066
H 9.733 -2.034 -3.021  0.094
H 11.236 -2.794 -2.648  0.115
H 11.038 -0.701 -4.888  0.068
H 10.697 -2.411 -5.124  0.072
H 12.305 -1.913 -4.634  0.054


Q: Look up the total energy of the first one.
A: -61793.73288 eV